[1]
Below is 2 unconnected molecules or ions with the total composition C14H19F4O8S in a non-equilibrium geometry, with properties calculated with the ωB97M-V functional and the def2-TZVPD basis.

Structure (ORCA input):
```
! wB97M-V def2-TZVPD RIJCOSX def2/J DEFGRID3
* xyz -1 1
C 0.03 -2.30 1.38
C 0.44 -1.24 0.16
C 0.14 0.33 0.53
C -1.47 0.41 0.84
C -2.23 1.72 0.24
C -3.86 1.45 0.50
F -4.27 0.35 1.45
C -4.95 2.23 -0.17
F -4.89 2.40 -1.66
F -6.00 2.83 0.70
O 0.74 0.44 1.90
S 2.43 0.66 1.56
O 3.23 1.57 2.56
O 3.15 -0.72 1.82
O 2.35 1.19 -0.09
C 0.90 1.53 -0.27
C 0.88 3.07 0.34
C 2.32 3.84 0.09
O 2.21 5.33 0.16
C 0.61 1.81 -1.86
C 0.38 0.46 -2.77
O -0.75 0.41 -3.53
F 1.33 -0.70 -2.84
H 0.63 -2.13 2.37
H 0.24 -3.43 1.05
H -1.12 -2.26 1.63
H 1.53 -1.40 -0.24
H -0.28 -1.52 -0.74
H -2.04 -0.56 0.44
H -1.60 0.37 2.02
H -1.97 2.64 0.96
H -2.00 1.94 -0.89
H 0.68 3.10 1.50
H 0.06 3.74 -0.19
H 2.78 3.63 -0.99
H 3.16 3.55 0.86
H 3.14 5.65 -0.08
H -0.28 2.57 -2.06
H 1.58 2.34 -2.30
C 0.79 -6.97 -0.73
C -0.14 -5.79 -0.48
O -1.27 -5.87 -1.04
O 0.33 -4.88 0.26
H 0.32 -7.72 -1.37
H 1.70 -6.62 -1.22
H 1.05 -7.44 0.22
*
```

Calculated values
- frontier orbital gap (eV) = 5.3
- LUMO energy (eV) = 0.84
- HOMO energy (eV) = -4.4

These are the Löwdin partial charges, in e, on atoms 1 to 6: atom 1 (C): -0.093, atom 2 (C): -0.155, atom 3 (C): -0.342, atom 4 (C): -0.101, atom 5 (C): -0.090, atom 6 (C): -0.026

---

[2]
Below is 10 unconnected molecules or ions with the total composition H20O10 in a non-equilibrium geometry, with properties calculated with the ωB97M-V functional and the def2-TZVPD basis.

Structure (ORCA input):
```
! wB97M-V def2-TZVPD RIJCOSX def2/J DEFGRID3
* xyz 0 1
O 1.99 -1.30 1.11
H 1.94 -1.92 0.38
H 1.98 -1.86 1.86
O 1.23 -2.85 -0.81
H 0.31 -2.89 -0.45
H 1.18 -2.03 -1.31
O -1.47 -2.24 -0.13
H -1.17 -1.32 -0.26
H -1.50 -2.22 0.85
O -0.07 2.17 -2.84
H -0.32 2.03 -3.76
H -0.88 1.97 -2.34
O -0.19 0.42 0.18
H 0.48 -0.23 0.46
H 0.16 0.57 -0.69
O -2.51 1.51 -1.68
H -3.18 2.17 -1.97
H -2.72 1.32 -0.74
O 1.38 -0.35 -1.99
H 1.69 0.42 -2.41
H 0.57 -0.60 -2.48
O -0.89 -1.28 2.61
H -1.03 -1.23 3.55
H -0.97 -0.35 2.30
O 1.76 0.91 2.78
H 2.14 0.45 2.05
H 1.64 0.33 3.54
O -0.77 2.98 0.51
H -0.56 2.06 0.53
H -0.24 3.36 1.16
*
```

Calculated values
- structure (SMILES) = O.O.O.O.O.O.O.O.O.O
- frontier orbital gap (eV) = 11.1
- LUMO energy (eV) = 0.22
- HOMO energy (eV) = -10.8

These are the Löwdin partial charges, in e, on atoms 1 to 6: atom 1 (O): -0.053, atom 2 (H): -0.014, atom 3 (H): 0.053, atom 4 (O): -0.058, atom 5 (H): 0.040, atom 6 (H): -0.010

---

[3]
Below is a molecular structure, C13H19IrN3O2 in a non-equilibrium geometry, with properties calculated with the ωB97M-V functional and the def2-TZVPD basis.

Structure (ORCA input):
```
! wB97M-V def2-TZVPD RIJCOSX def2/J DEFGRID3
* xyz 2 2
Ir 0.10 0.16 0.10
C -1.68 2.15 -0.36
N -1.50 1.36 0.87
C -1.20 2.21 2.02
C -2.69 0.54 1.16
C -2.66 -0.73 0.36
C -3.81 -1.48 0.15
C -3.72 -2.73 -0.43
C -2.49 -3.25 -0.81
C -1.33 -2.51 -0.59
C -1.42 -1.24 -0.07
H -2.48 2.89 -0.25
H -1.95 1.50 -1.21
H -0.77 2.71 -0.59
H -2.09 2.77 2.33
H -0.41 2.92 1.78
H -0.87 1.60 2.86
H -3.61 1.10 0.98
H -2.67 0.26 2.22
H -4.76 -1.10 0.49
H -4.61 -3.34 -0.57
H -2.41 -4.21 -1.30
H -0.39 -2.93 -0.90
C 4.06 -0.95 -1.50
C 2.90 -0.32 -0.81
N 1.62 -0.80 -0.96
O 1.43 -1.97 -1.62
C 3.00 0.77 0.03
C 4.18 1.61 0.32
N 1.81 1.09 0.68
O 1.62 2.11 1.37
H 3.79 -1.34 -2.49
H 4.47 -1.77 -0.91
H 4.85 -0.22 -1.65
H 2.28 -2.40 -1.86
H 5.11 1.05 0.25
H 4.09 2.07 1.30
H 4.24 2.43 -0.41
*
```

Calculated values
- frontier orbital gap (spin up / spin down) (eV) = 5.9 / 6.0
- LUMO energy (spin up / spin down) (eV) = -10.06 / -9.94
- HOMO energy (spin up / spin down) (eV) = -15.9 / -15.9
- expectation value of S² = 1.070

These are the Löwdin partial charges, in e, on atoms 1 to 6: atom 1 (Ir): 1.376, atom 2 (C): -0.091, atom 3 (N): -0.408, atom 4 (C): -0.065, atom 5 (C): -0.131, atom 6 (C): -0.204

---

[4]
Below is C6H10O2 in the gas phase in a non-equilibrium geometry, with properties calculated with the ωB97M-V functional and the def2-TZVPD basis.

Structure (ORCA input):
```
! wB97M-V def2-TZVPD RIJCOSX def2/J DEFGRID3
* xyz 0 1
C -0.35 -0.62 -0.12
C 0.74 -0.40 0.83
C -1.77 -0.44 0.32
C -0.03 -1.40 -1.34
C 1.15 0.91 -0.04
C 0.82 2.19 0.77
O 2.16 0.85 -0.78
O 0.08 2.25 1.71
H 0.02 0.92 -0.67
H 1.36 3.06 0.36
H 0.43 -0.14 1.84
H 1.58 -1.09 0.76
H -2.11 -1.38 0.75
H -1.86 0.33 1.08
H -2.42 -0.21 -0.53
H 0.13 -2.45 -1.08
H 0.91 -1.03 -1.77
H -0.83 -1.35 -2.09
*
```

Calculated values
- frontier orbital gap (eV) = 8.6
- LUMO energy (eV) = -0.15
- HOMO energy (eV) = -8.7

These are the Löwdin partial charges, in e, on atoms 1 to 6: atom 1 (C): -0.323, atom 2 (C): -0.063, atom 3 (C): -0.032, atom 4 (C): -0.032, atom 5 (C): -0.533, atom 6 (C): -0.171

---

[5]
Below is a molecular structure, C29H37AsCl2CrN3O6S in a non-equilibrium geometry, with properties calculated with the ωB97M-V functional and the def2-TZVPD basis.

Structure (ORCA input):
```
! wB97M-V def2-TZVPD RIJCOSX def2/J DEFGRID3
* xyz -1 5
Cr 0.13 -0.15 -1.03
O 2.16 2.62 0.99
C 1.75 1.73 0.26
O 0.71 1.00 0.44
C 2.51 1.37 -1.00
C 3.59 2.10 -1.45
C 4.22 1.71 -2.62
C 3.73 0.60 -3.29
C 2.64 -0.08 -2.77
N 2.03 0.30 -1.65
H 3.89 2.97 -0.88
H 5.05 2.27 -3.02
H 4.18 0.26 -4.22
H 2.23 -0.95 -3.26
Cl -0.38 2.31 -7.96
C -0.36 2.06 -6.23
C -0.47 3.17 -5.39
C -0.43 2.95 -4.01
Cl -0.55 4.32 -2.95
C -0.32 1.68 -3.42
O -0.28 1.56 -2.12
C -0.26 0.55 -4.33
C -0.30 -0.77 -3.86
O -0.33 -1.17 -2.61
C -0.24 0.79 -5.73
H -0.58 4.17 -5.79
H -0.32 -1.56 -4.61
H -0.14 -0.06 -6.40
C -3.20 -3.59 -0.48
C -2.05 -3.13 0.40
C -1.76 -4.13 1.52
O -0.94 -2.98 -0.47
H -4.10 -3.75 0.12
H -2.93 -4.51 -0.98
H -3.41 -2.83 -1.24
H -2.30 -2.17 0.86
H -1.52 -5.11 1.10
H -2.62 -4.22 2.18
H -0.91 -3.78 2.10
C -0.03 1.66 3.73
C -1.23 2.37 3.09
N -2.51 1.81 3.52
C -2.88 2.06 4.91
C -2.80 0.81 5.78
C -3.45 1.21 2.75
O -4.55 0.90 3.21
C -3.15 0.94 1.31
C -4.12 1.28 0.36
C -3.89 0.95 -0.96
C -2.72 0.31 -1.31
N -1.77 0.00 -0.41
C -2.02 0.27 0.88
H 0.88 2.03 3.26
H -0.09 0.59 3.56
H 0.01 1.85 4.80
H -1.14 2.30 2.01
H -1.21 3.43 3.36
H -3.91 2.43 4.93
H -2.22 2.84 5.30
H -3.47 0.05 5.39
H -3.09 1.05 6.80
H -1.78 0.41 5.79
H -5.02 1.79 0.67
H -4.61 1.18 -1.73
H -2.50 0.03 -2.33
H -1.27 -0.06 1.58
C 4.75 -2.16 -0.58
As 3.40 -1.61 0.76
C 3.28 -3.37 1.64
C 4.77 -0.85 1.99
S 0.41 -2.15 0.16
H 5.58 -2.67 -0.08
H 5.14 -1.28 -1.09
H 4.31 -2.82 -1.32
H 4.27 -3.77 1.89
H 2.76 -4.04 0.96
H 2.68 -3.27 2.54
H 5.65 -1.50 2.07
H 4.34 -0.71 2.98
H 5.08 0.12 1.61
*
```

Calculated values
- frontier orbital gap (spin up / spin down) (eV) = 5.1 / 7.2
- LUMO energy (spin up / spin down) (eV) = 2.50 / 2.32
- HOMO energy (spin up / spin down) (eV) = -2.6 / -4.8
- expectation value of S² = 6.068

These are the Löwdin partial charges, in e, on atoms 1 to 6: atom 1 (Cr): 0.624, atom 2 (O): 0.055, atom 3 (C): -0.580, atom 4 (O): -0.148, atom 5 (C): -0.186, atom 6 (C): 0.018

---

[6]
Below is 2 unconnected molecules or ions with the total composition C3H4BrNO in a non-equilibrium geometry, with properties calculated with the ωB97M-V functional and the def2-TZVPD basis.

Structure (ORCA input):
```
! wB97M-V def2-TZVPD RIJCOSX def2/J DEFGRID3
* xyz 0 1
C 0.09 0.71 -0.30
C 1.28 0.89 0.34
O 1.81 -0.33 0.55
C 0.94 -1.19 0.03
N -0.12 -0.63 -0.47
H -0.62 1.43 -0.65
H 1.81 1.75 0.67
H 1.12 -2.24 0.12
Br -3.78 0.04 0.07
H -2.53 -0.42 -0.37
*
```

Calculated values
- structure (SMILES) = c1cocn1.Br
- frontier orbital gap (eV) = 10.7
- LUMO energy (eV) = 0.91
- HOMO energy (eV) = -9.8

These are the Löwdin partial charges, in e, on atoms 1 to 6: atom 1 (C): -0.141, atom 2 (C): -0.097, atom 3 (O): 0.042, atom 4 (C): -0.198, atom 5 (N): 0.066, atom 6 (H): 0.099

---

[7]
Below is a molecular structure, C24H25BBr42ClINO5 in a non-equilibrium geometry, with properties calculated with the ωB97M-V functional and the def2-TZVPD basis.

Structure (ORCA input):
```
! wB97M-V def2-TZVPD RIJCOSX def2/J DEFGRID3
* xyz 1 1
C 2.18 3.68 4.32
C 3.23 4.55 3.36
O 2.51 5.64 2.66
B 2.21 5.24 1.27
O 3.07 5.70 0.13
C 0.95 4.21 0.84
C -0.53 4.95 0.89
C -1.92 4.10 0.55
C -3.44 4.74 0.62
O -3.86 5.65 1.51
O -4.39 4.31 -0.42
I -5.61 2.91 0.38
C -1.64 2.50 0.17
C -0.10 1.89 0.16
N 1.16 2.73 0.47
C 2.54 2.09 0.44
C 2.66 0.78 -0.58
O 2.16 0.72 -1.82
Cl 3.63 -0.68 0.13
H 2.07 4.26 5.34
H 2.70 2.65 4.58
H 1.13 3.52 3.82
H 3.83 3.84 2.61
H 4.04 5.06 4.05
H 3.40 6.61 0.42
H -0.65 6.09 1.21
H -2.57 1.80 -0.06
H -0.06 0.73 -0.10
H 3.41 2.79 0.10
H 2.74 1.69 1.54
C 4.14 -4.74 0.31
Br 4.92 -6.52 0.28
Br 5.26 -3.48 1.27
Br 3.71 -4.11 -1.48
H 3.20 -4.81 0.85
C 0.99 -7.54 1.11
Br 1.05 -5.86 2.09
Br -0.08 -8.88 2.02
Br 0.42 -7.28 -0.73
H 2.02 -7.92 1.07
C 6.59 4.96 0.40
Br 7.76 4.62 -1.12
Br 6.30 3.37 1.47
Br 7.21 6.46 1.47
H 5.61 5.25 -0.01
C 4.80 9.73 -0.59
Br 6.52 9.18 -1.29
Br 3.33 9.14 -1.72
Br 4.55 9.17 1.26
H 4.78 10.83 -0.59
C 5.83 0.75 5.64
Br 5.88 2.43 6.63
Br 4.76 -0.59 6.55
Br 5.25 1.01 3.80
H 6.85 0.37 5.60
C -5.79 0.26 4.20
Br -4.75 0.98 2.73
Br -7.52 -0.39 3.61
Br -4.81 -1.10 5.19
H -5.98 1.08 4.90
C -1.85 -5.37 -3.65
Br -3.10 -6.80 -3.21
Br -0.13 -6.07 -4.22
Br -2.60 -4.13 -4.95
H -1.68 -4.81 -2.73
C -7.39 1.11 -3.15
Br -7.59 -0.08 -1.62
Br -6.09 2.51 -2.80
Br -6.99 0.13 -4.78
H -8.36 1.60 -3.30
C 1.18 0.63 -5.08
Br 0.06 -0.91 -5.51
Br 2.90 0.55 -5.98
Br 0.26 2.30 -5.42
H 1.38 0.58 -4.00
C -3.07 -5.66 2.67
Br -2.95 -6.26 0.82
Br -1.87 -4.18 3.03
Br -4.90 -5.24 3.18
H -2.75 -6.49 3.30
C -10.03 -2.82 0.58
Br -10.56 -1.00 0.16
Br -8.10 -3.05 0.53
Br -10.79 -3.43 2.26
H -10.44 -3.46 -0.21
C 6.91 -1.92 -1.96
Br 7.69 -3.70 -1.99
Br 8.04 -0.65 -1.00
Br 6.49 -1.28 -3.75
H 5.97 -1.99 -1.41
C -7.31 2.16 -8.07
Br -6.79 4.01 -7.75
Br -9.23 1.97 -8.25
Br -6.36 1.40 -9.59
H -7.01 1.58 -7.19
C -0.13 -12.38 0.39
Br 0.91 -11.65 -1.09
Br -1.87 -13.03 -0.21
Br 0.85 -13.73 1.37
H -0.32 -11.55 1.08
*
```

Calculated values
- frontier orbital gap (eV) = 5.8
- LUMO energy (eV) = -5.53
- HOMO energy (eV) = -11.3

These are the Löwdin partial charges, in e, on atoms 1 to 6: atom 1 (C): -0.073, atom 2 (C): -0.212, atom 3 (O): -0.046, atom 4 (B): -0.402, atom 5 (O): 0.036, atom 6 (C): 0.095

---

[8]
Below is a molecular structure, C14H26N3O8RuS5Se in a non-equilibrium geometry, with properties calculated with the ωB97M-V functional and the def2-TZVPD basis.

Structure (ORCA input):
```
! wB97M-V def2-TZVPD RIJCOSX def2/J DEFGRID3
* xyz -1 1
Ru -0.04 -0.85 0.33
C -4.47 -0.22 1.31
C -3.13 -0.60 0.75
S -1.79 0.32 1.18
C -3.01 -1.68 -0.12
C -4.21 -2.51 -0.48
S -1.52 -2.08 -0.79
H -4.42 0.74 1.82
H -4.79 -0.97 2.05
H -5.23 -0.17 0.54
H -5.01 -1.90 -0.91
H -4.63 -3.00 0.41
H -3.95 -3.28 -1.20
C 3.84 -2.49 -1.38
S 2.34 -1.57 -1.50
O 2.66 -0.19 -1.16
O 1.83 -1.74 -2.85
O 1.46 -2.22 -0.48
H 4.52 -2.10 -2.13
H 3.61 -3.54 -1.57
H 4.22 -2.35 -0.37
C -0.58 0.19 -3.86
N 0.23 1.28 -3.36
C 0.76 2.20 -4.35
C 1.06 3.53 -3.71
C 1.92 3.30 -2.48
N 1.25 2.39 -1.57
C 1.65 2.42 -0.17
C 0.46 1.39 -2.02
O -0.12 0.58 -1.27
H -1.61 0.52 -4.04
H -0.57 -0.64 -3.16
H -0.14 -0.17 -4.79
H 0.02 2.31 -5.14
H 1.67 1.78 -4.80
H 0.12 4.00 -3.39
H 1.55 4.20 -4.41
H 2.10 4.23 -1.95
H 2.90 2.89 -2.77
H 2.11 3.39 0.02
H 2.37 1.65 0.05
H 0.79 2.30 0.48
O 3.54 1.32 1.91
Se 2.74 -0.04 2.23
O 3.42 -1.40 1.72
O 1.13 0.15 1.68
O 2.39 -0.16 3.87
S -0.16 -2.50 1.96
C -0.63 -1.73 3.44
N 0.09 -0.99 4.19
C -0.61 -0.33 5.28
C -1.88 -1.13 5.59
S -2.25 -2.03 4.06
H 1.26 -0.64 3.96
H -0.85 0.69 4.96
H 0.05 -0.26 6.15
H -2.72 -0.48 5.84
H -1.73 -1.84 6.41
*
```

Calculated values
- frontier orbital gap (spin up / spin down) (eV) = 6.0 / 6.0
- LUMO energy (spin up / spin down) (eV) = 1.12 / 1.09
- HOMO energy (spin up / spin down) (eV) = -4.9 / -4.9

These are the Löwdin partial charges, in e, on atoms 1 to 6: atom 1 (Ru): 0.669, atom 2 (C): -0.132, atom 3 (C): -0.757, atom 4 (S): 0.782, atom 5 (C): -0.735, atom 6 (C): -0.131

---

[9]
Below is a molecular structure, C30H49BrFGe2N3O4PSc, with properties calculated with the ωB97M-V functional and the def2-TZVPD basis.

Structure (ORCA input):
```
! wB97M-V def2-TZVPD RIJCOSX def2/J DEFGRID3
* xyz 1 2
Sc -0.11 0.51 -0.64
N 0.04 -1.61 0.36
C 0.44 -2.56 -0.70
C 1.65 -2.01 -1.44
N 1.31 -0.69 -2.01
H 0.64 -1.72 1.18
H -0.92 -1.82 0.65
H -0.40 -2.66 -1.38
H 0.67 -3.54 -0.29
H 1.96 -2.71 -2.21
H 2.49 -1.89 -0.74
H 0.73 -0.84 -2.85
H 2.14 -0.21 -2.34
C 2.74 4.12 -0.83
Ge 3.60 2.42 -0.38
C 5.25 2.74 0.67
C 4.01 1.50 -2.07
Ge 2.31 0.95 1.15
C 3.26 -0.74 1.51
C 4.46 -1.00 0.85
C 5.15 -2.18 1.03
C 4.65 -3.15 1.89
C 3.46 -2.92 2.56
C 2.78 -1.72 2.38
C 1.80 1.86 2.80
C 1.57 1.20 4.01
C 1.20 1.91 5.14
C 1.07 3.29 5.09
C 1.30 3.96 3.90
C 1.66 3.25 2.77
H 3.45 4.68 -1.44
H 2.50 4.72 0.04
H 1.83 3.95 -1.40
H 5.83 3.51 0.17
H 5.87 1.84 0.75
H 5.01 3.08 1.67
H 4.88 1.97 -2.52
H 3.19 1.62 -2.79
H 4.24 0.44 -1.96
H 4.88 -0.26 0.17
H 6.08 -2.35 0.51
H 5.18 -4.08 2.03
H 3.06 -3.66 3.24
H 1.86 -1.58 2.94
H 1.68 0.13 4.09
H 1.03 1.38 6.07
H 0.79 3.84 5.98
H 1.20 5.03 3.85
H 1.81 3.79 1.84
F 0.09 2.39 -0.75
C -5.29 -2.34 0.35
C -3.92 -2.72 -0.17
C -3.37 -3.94 0.55
C -3.90 -2.91 -1.68
O -2.95 -1.66 0.18
P -2.86 -0.28 -0.61
O -4.14 0.26 -1.08
O -1.67 -0.39 -1.59
O -2.05 0.63 0.48
C -2.71 1.69 1.34
C -3.87 1.03 2.07
C -3.15 2.82 0.42
C -1.62 2.12 2.28
H -6.00 -3.14 0.14
H -5.64 -1.43 -0.13
H -5.25 -2.19 1.43
H -4.04 -4.79 0.40
H -3.29 -3.75 1.62
H -2.39 -4.21 0.16
H -4.50 -3.79 -1.94
H -2.89 -3.08 -2.04
H -4.34 -2.05 -2.19
H -4.64 0.70 1.37
H -4.31 1.75 2.75
H -3.51 0.18 2.66
H -3.93 2.49 -0.26
H -2.29 3.19 -0.14
H -3.53 3.63 1.04
H -1.25 1.29 2.88
H -2.01 2.88 2.97
H -0.79 2.58 1.73
Br -0.15 1.71 -3.89
C -1.01 0.19 -4.65
C -2.19 0.37 -5.36
C -2.79 -0.77 -5.88
C -2.19 -2.00 -5.67
C -1.01 -2.05 -4.95
N -0.43 -0.96 -4.45
H -2.62 1.35 -5.49
H -3.72 -0.69 -6.43
H -2.63 -2.91 -6.06
H -0.51 -2.99 -4.77
*
```

Calculated values
- frontier orbital gap (spin up / spin down) (eV) = 8.2 / 7.4
- LUMO energy (spin up / spin down) (eV) = -2.01 / -4.41
- HOMO energy (spin up / spin down) (eV) = -10.2 / -11.8
- expectation value of S² = 0.755

These are the Löwdin partial charges, in e, on atoms 1 to 6: atom 1 (Sc): 0.852, atom 2 (N): -0.011, atom 3 (C): -0.209, atom 4 (C): -0.204, atom 5 (N): -0.030, atom 6 (H): 0.061